Entry 1:
C6H13O5P | ωB97M-V/def2-TZVPD

```
! wB97M-V def2-TZVPD RIJCOSX def2/J DEFGRID3
* xyz 0 3
C -2.290 0.588 -0.217
C -1.933 -0.808 -0.283
C -1.765 1.715 -1.154
C -2.062 -1.983 -0.885
C 2.097 1.657 1.060
C 1.101 -2.004 1.194
O 2.741 -0.073 -1.518
O -1.243 -0.070 0.579
O 0.292 -0.696 -1.445
O 1.211 1.216 -0.030
O 1.995 -1.318 0.364
P 1.401 -0.201 -0.662
H -2.996 0.783 0.517
H -1.359 2.577 -0.656
H -2.624 2.032 -1.600
H -1.104 1.274 -2.016
H 2.632 -0.599 -2.383
H -2.930 -2.109 -1.494
H -1.344 -2.684 -0.711
H 3.061 1.107 1.055
H 1.653 1.770 2.081
H 2.482 2.591 0.900
H 1.584 -2.992 1.351
H 0.180 -2.096 0.613
H 0.978 -1.433 2.114
*
```

highest occupied orbital energy (alpha / beta)	-4.09 / -10.25	eV
gap between HOMO and LUMO (alpha / beta)	4.9 / 9.2	eV

=====

Entry 2:
C6H13OP | ωB97M-V/def2-TZVPD

```
! wB97M-V def2-TZVPD RIJCOSX def2/J DEFGRID3
* xyz 0 1
C 1.481 -1.724 -0.150
C 0.079 -1.142 -0.104
C -3.536 -1.184 -0.137
C 2.908 2.698 0.077
C -2.949 0.154 -0.592
C 3.680 2.009 0.937
O -1.961 0.516 0.448
P -0.650 -0.098 1.014
H 1.445 -2.817 -0.281
H 1.997 -1.388 0.826
H -0.395 -1.611 -1.002
H -4.605 -1.027 -0.074
H -3.383 -2.063 -0.739
H -3.174 -1.395 0.880
H 3.120 2.546 -0.997
H 2.161 3.381 0.540
H 1.916 -1.402 -1.179
H -3.730 0.918 -0.612
H -2.312 0.116 -1.529
H 4.471 1.393 0.709
H 3.437 2.121 1.966
*
```

highest occupied orbital energy	-8.16	eV
gap between HOMO and LUMO	9.2	eV
energy above the lowest of the compared OMol25 structures with the same formula, charge and spin	54.1	kcal/mol
SMILES	C/C=P/OCC.C=C

=====

Entry 3:
C6H13OP | ωB97M-V/def2-TZVPD

```
! wB97M-V def2-TZVPD RIJCOSX def2/J DEFGRID3
* xyz 0 1
C 1.387 -0.925 -0.259
C 0.351 -0.705 -1.387
C 0.540 -1.268 0.974
C 0.483 0.612 -2.099
C 0.615 -0.367 2.220
C -2.257 2.089 0.326
O -1.927 -2.063 -0.346
P -1.033 -0.941 -0.067
H 2.139 -1.631 -0.618
H 2.031 0.038 0.067
H 0.480 -1.504 -2.035
H 0.422 -2.271 1.188
H 0.369 1.371 -1.354
H -0.279 0.667 -2.769
H 1.589 0.660 -2.521
H 0.498 0.622 1.979
H 1.545 -0.313 2.854
H -0.099 -0.624 2.965
H -3.237 2.095 -0.159
H -2.017 1.751 1.207
H -1.600 2.706 -0.167
*
```

highest occupied orbital energy (alpha / beta)	-8.04 / -8.94	eV
gap between HOMO and LUMO (alpha / beta)	8.0 / 8.0	eV
energy above the lowest of the compared OMol25 structures with the same formula, charge and spin	83.0	kcal/mol

=====

In a.u., the E values for the records above are, in order, -953.7782, -652.8924, -652.8464.